Entry 1:
The following is a quantum chemistry calculation of a structure of composition C26H32HgNO5S, from the OMol25 dataset.

Each line ends with the Löwdin charge.
Atoms and positions in Å:
O (-1.56859, 1.90480, -0.53496)  -0.14
C (-0.66546, 0.86716, -1.03706)  -0.14
C (-0.25631, 1.79836, -2.18129)  -0.05
H (-1.27851, 0.00848, -1.30782)  0.11
H (0.05331, 0.53181, -0.29772)  0.09
C (-1.56299, 2.57734, -1.82630)  -0.54
H (-0.15332, 1.31910, -3.15986)  0.08
H (0.67339, 2.32794, -1.93717)  0.10
C (-2.74727, 2.09998, -2.66163)  -0.02
H (-2.57306, 1.07611, -3.02101)  0.08
H (-2.91757, 2.73221, -3.54530)  0.08
H (-3.65111, 2.12217, -2.03672)  0.09
C (-1.61182, 4.08229, -1.66466)  -0.02
H (-0.79576, 4.47038, -1.05465)  0.07
H (-2.57243, 4.33787, -1.19971)  0.09
H (-1.58214, 4.59383, -2.63516)  0.08
Hg (2.30284, -2.52778, -0.72406)  0.46
C (0.39546, 2.21293, 2.79512)  -0.09
C (1.46918, 1.27835, 2.79096)  -0.09
C (2.08335, 1.31809, 1.51352)  -0.05
H (1.75544, 0.62347, 3.59572)  0.08
C (1.41176, 2.29991, 0.73812)  -0.13
C (0.31835, 2.80326, 1.49988)  -0.07
H (-0.40355, 3.54770, 1.16821)  0.09
H (-0.23718, 2.47043, 3.64062)  0.09
H (2.92484, 0.71799, 1.19864)  0.10
H (1.71730, 2.64238, -0.24335)  0.08
C (-2.17991, 0.32187, 3.04247)  -0.07
C (-2.86389, 1.51710, 2.67481)  -0.13
C (-3.40194, 1.32437, 1.37550)  -0.10
H (-2.98240, 2.41204, 3.28344)  0.08
C (-3.04640, 0.01504, 0.94283)  -0.09
C (-2.15401, -0.54042, 1.90432)  -0.08
H (-1.51602, -1.41076, 1.76085)  0.06
H (-1.74622, 0.12160, 4.02139)  0.09
H (-3.96139, 2.06252, 0.80806)  0.10
H (-3.43658, -0.48485, 0.06354)  0.10
O (1.49321, -1.40895, -3.98265)  -0.25
C (0.79912, -0.51773, -4.87535)  -0.22
C (0.90181, -0.99073, -6.34369)  -0.17
H (1.24946, 0.48766, -4.79711)  0.11
H (-0.25540, -0.43685, -4.56037)  0.11
C (1.82392, -2.22563, -6.29097)  -0.16
H (1.33673, -0.20489, -6.97209)  0.10
H (-0.08343, -1.24717, -6.74944)  0.10
C (2.13571, -2.43449, -4.78233)  -0.21
H (2.74436, -2.04959, -6.85319)  0.10
H (1.33479, -3.11150, -6.70505)  0.10
H (3.22719, -2.39235, -4.59160)  0.11
H (1.76611, -3.41955, -4.43213)  0.11
O (3.90866, -1.44119, 2.77803)  -0.34
S (3.18090, -2.68925, 2.83947)  0.59
O (3.86795, -3.95143, 2.94387)  -0.32
N (2.04349, -2.73621, 1.58005)  -0.28
C (0.73124, -2.87014, 1.90676)  -0.60
O (-0.15852, -3.12578, 1.08657)  -0.08
C (0.58831, -2.67371, 3.37099)  -0.13
C (-0.58199, -2.43805, 4.10532)  -0.03
C (-0.50549, -2.14457, 5.46759)  -0.09
C (0.74985, -2.09656, 6.10031)  -0.09
C (1.92610, -2.26580, 5.35834)  -0.05
C (1.81547, -2.56568, 3.99811)  -0.22
H (-1.54420, -2.48822, 3.59190)  0.11
H (-1.42075, -2.00751, 6.05456)  0.10
H (0.78087, -1.95784, 7.17900)  0.09
H (2.90508, -2.17133, 5.82558)  0.11

For the energy, the calculation gives -54213.6716 eV. Its spin multiplicity is 1. For the highest occupied orbital energy (alpha / beta), the calculation gives -0.1273 / -0.1272 Ha. Its total charge is -1. The LUMO energy (alpha / beta) comes out at 0.0423 / 0.0388 Eh.

Entry 2:
The following is a quantum chemistry calculation of a structure of composition C26H32IrN5O7Si, from the OMol25 dataset.

Each line ends with the Löwdin charge.
Atoms and positions in Å:
Ir (0.04625, 0.26606, -0.17403)  1.40
N (2.51289, 0.39933, 2.16951)  0.14
C (3.01183, 0.51389, 0.87822)  -0.31
C (4.36181, 0.22322, 0.67501)  -0.01
C (4.90218, 0.39186, -0.58194)  -0.04
C (4.08423, 0.86062, -1.60644)  -0.04
C (2.75898, 1.09674, -1.33231)  -0.13
N (2.21218, 0.89159, -0.12010)  -0.01
C (1.28424, 0.71907, 2.70722)  -0.30
C (1.13865, 0.65952, 4.09940)  0.00
C (-0.06069, 1.02268, 4.66608)  -0.04
C (-1.10036, 1.45546, 3.84638)  -0.04
C (-0.89386, 1.46384, 2.48867)  -0.11
N (0.26598, 1.08168, 1.92258)  0.00
H (3.21318, 0.16611, 2.85115)  0.14
H (4.97135, -0.11418, 1.50368)  0.12
H (5.94599, 0.17313, -0.75978)  0.12
H (4.47667, 1.04681, -2.59531)  0.11
H (2.08145, 1.48434, -2.08205)  0.10
H (1.97109, 0.33575, 4.71056)  0.12
H (-0.19084, 0.98102, 5.73901)  0.12
H (-2.05366, 1.76097, 4.25101)  0.11
H (-1.67364, 1.76731, 1.80254)  0.11
O (-4.00501, 1.15342, -1.24266)  0.08
C (-2.89897, 1.37527, -0.79075)  -0.59
O (-2.14140, 0.53643, -0.16033)  -0.21
C (-2.33505, 2.79135, -0.84894)  -0.06
C (-3.18176, 3.84358, -0.63071)  0.07
C (-2.67496, 5.14271, -0.54553)  -0.13
C (-1.32185, 5.37210, -0.65238)  0.08
C (-0.46125, 4.32211, -0.91438)  -0.05
C (-0.93841, 2.97539, -1.08320)  -0.28
O (-0.16905, 2.00206, -1.43199)  -0.20
N (0.95638, 4.63623, -0.94330)  -0.33
O (1.30299, 5.68406, -0.41347)  0.06
O (1.73170, 3.90624, -1.53636)  0.07
N (-3.57627, 6.25735, -0.31968)  -0.36
O (-3.09468, 7.37533, -0.24060)  0.07
O (-4.76560, 6.01567, -0.21522)  0.08
H (-4.24262, 3.67103, -0.51756)  0.14
H (-0.93177, 6.37211, -0.54066)  0.13
C (1.89624, -2.73279, 0.02542)  -0.20
Si (0.13275, -2.14820, -0.46738)  0.63
C (-0.06107, -2.61476, -2.34040)  -0.67
C (-1.47671, -2.30292, -2.83717)  -0.09
C (0.25205, -4.09624, -2.57436)  -0.09
C (0.94015, -1.76660, -3.13539)  -0.12
C (-1.05505, -3.04727, 0.81350)  -0.64
C (-2.52875, -2.68417, 0.62117)  -0.09
C (-0.61200, -2.61204, 2.21604)  -0.11
C (-0.90798, -4.56646, 0.69052)  -0.09
H (1.95035, -3.82308, 0.03667)  0.03
H (2.17815, -2.37508, 1.01852)  0.01
H (2.64136, -2.36406, -0.68336)  0.02
H (-2.21797, -2.94269, -2.35645)  0.07
H (-1.53959, -2.47543, -3.91653)  0.09
H (-1.75326, -1.26316, -2.64417)  0.08
H (-0.49256, -4.74104, -2.10829)  0.06
H (1.23592, -4.36860, -2.18581)  0.07
H (0.24684, -4.30489, -3.64923)  0.09
H (0.78047, -0.69710, -2.96658)  0.05
H (0.81973, -1.95874, -4.20585)  0.09
H (1.97248, -2.00665, -2.86753)  0.07
H (-2.69341, -1.61159, 0.63829)  0.05
H (-3.12764, -3.13182, 1.42269)  0.09
H (-2.91182, -3.06164, -0.32783)  0.07
H (-0.71025, -1.52929, 2.34320)  0.05
H (0.42438, -2.89467, 2.41903)  0.07
H (-1.24432, -3.09152, 2.96995)  0.09
H (-1.35205, -4.93294, -0.23461)  0.07
H (-1.43928, -5.04229, 1.52154)  0.09
H (0.13447, -4.89154, 0.73304)  0.07

For the energy, the calculation gives -59974.1435 eV. Its spin multiplicity is 5. Its energy above the lowest of the compared OMol25 structures with the same formula, charge and spin is 55.29 kJ/mol. For the highest occupied orbital energy (alpha / beta), the calculation gives -0.2721 / -0.3182 Ha. Its total charge is 0. The LUMO energy (alpha / beta) comes out at -0.0180 / -0.0752 Eh. The expectation value of S² is 6.011.